#w
C6H18N3 | the ωB97M-V functional and the def2-TZVPD basis

Each line ends with the natural charge from an NBO analysis.
CARTESIAN COORDINATES (ANGSTROEM)
H 1.5925 -0.7964 -0.1816  0.170
N -1.9831 -1.8255 -0.8321  -0.758
H -1.0197 0.7457 -2.4629  0.424
H 3.6726 1.4767 0.0217  0.228
N -1.5396 -0.0795 -2.2124  -0.760
C 1.6739 2.0320 -0.5785  -0.619
C -2.2815 -0.6621 2.0421  -0.646
H 2.1163 2.7466 -1.2704  0.242
H -0.2061 0.7209 -0.1709  0.442
H -2.0806 -0.4716 -2.9633  0.425
H -0.3686 0.3714 1.9127  0.229
H 0.9387 1.4922 -1.1742  0.152
C -1.4377 -0.6287 -0.9938  0.684
H -2.1968 -2.4571 -1.5832  0.432
H 1.1621 2.6814 0.1394  0.220
H -0.3520 -1.3144 1.4320  0.196
N -1.0208 0.1404 0.0101  -0.579
C -0.9039 -0.3731 1.3973  -0.230
H -2.1660 -1.4403 2.7788  0.237
C 2.6545 1.1280 0.1943  -0.416
H 2.4797 1.2504 1.2606  0.203
C 2.5829 -0.3419 -0.1821  -0.612
H -2.5814 0.1507 2.7069  0.242
H -3.0111 -0.7740 1.2595  0.215
H 3.2012 -0.9126 0.5175  0.228
H -1.9859 -2.2793 0.0686  0.428
H 3.0604 -0.5800 -1.1359  0.220

Its frontier orbital gap is 11.706 eV. Its HOMO energy is -14.565 eV. As for the charge: +1.



#x
C6H18N3 | the ωB97M-V functional and the def2-TZVPD basis

Each line ends with the natural charge from an NBO analysis.
CARTESIAN COORDINATES (ANGSTROEM)
H -1.9021 0.0374 2.6436  0.233
H -0.6074 0.7857 1.6766  0.196
H -1.6701 -2.8521 2.7708  0.215
H -0.8190 -0.8511 -1.1090  0.203
H 1.5778 -1.0882 -1.1323  0.398
H 1.6241 2.6157 0.2493  0.404
H -2.0743 -0.1395 0.8687  0.208
C 1.3935 0.7837 -0.6793  0.710
H 0.5558 -1.1870 1.4299  0.167
H -2.6278 1.0362 -1.4590  0.242
C -1.2964 -0.0876 1.6853  -0.636
H 3.0059 1.8341 0.3798  0.427
N 0.2294 1.1445 -1.2694  -0.584
H -1.7680 1.4257 -2.9631  0.234
H -1.0882 -1.6173 3.7213  0.205
C -0.5566 -1.4118 1.6435  -0.398
C -1.9695 0.6428 -2.1975  -0.672
C -0.6588 0.0447 -1.8620  -0.231
C -0.8336 -2.2161 2.9509  -0.595
H -0.4834 1.7115 -0.7441  0.442
H 0.0127 -0.4334 -2.6474  0.221
H -2.6340 -0.1330 -2.7462  0.261
N 2.0507 1.8094 0.0207  -0.767
H 2.8414 -0.6670 -0.1831  0.438
H -0.7855 -1.9823 0.7844  0.193
N 2.0565 -0.4101 -0.7553  -0.730
H 0.0143 -2.8357 3.2432  0.216

Its frontier orbital gap is 11.184 eV. Its HOMO energy is -14.329 eV. As for the charge: +1.



#y
C6H18N3 | the ωB97M-V functional and the def2-TZVPD basis

Each line ends with the natural charge from an NBO analysis.
CARTESIAN COORDINATES (ANGSTROEM)
H 1.0444 -2.8354 -2.3666  0.210
H 0.5092 -1.5867 -3.4352  0.218
H 0.5799 2.7139 0.6704  0.210
H -0.6561 -2.3994 -2.5216  0.210
H -0.3292 -0.3069 -1.5154  0.176
H -0.8055 -1.5978 0.3072  0.186
H 0.0647 0.4314 3.3977  0.433
H 1.8386 0.8026 -1.2629  0.196
N -1.8934 -0.1114 2.0600  -0.789
C 0.2478 -1.6848 0.0711  -0.597
H 2.3847 -0.4740 -2.2847  0.229
H -2.1828 -0.1434 3.0276  0.421
C 0.5000 -0.9900 -1.2849  -0.228
H -2.4827 -0.4979 1.3446  0.429
H -0.6364 3.4946 -0.3056  0.248
C -0.3207 2.5370 0.0989  -0.435
H 0.5977 1.8514 2.5452  0.429
H 0.0618 1.9889 -0.7406  0.229
H 2.5076 -0.6715 -0.5701  0.211
C 0.3566 -1.9892 -2.4284  -0.608
N -0.0754 1.1158 2.6735  -0.750
C 1.8563 -0.2847 -1.3476  -0.619
H 0.7231 -1.0422 0.8205  0.185
H 0.6736 -2.6819 0.0647  0.233
H -2.1809 1.6572 0.3360  0.424
C -1.0857 0.9477 1.8318  0.685
N -1.2973 1.7567 0.8140  -0.536

Its frontier orbital gap is 11.105 eV. Its HOMO energy is -14.155 eV. As for the charge: +1.



#w ends up most stable, edging out the next structure by 0.0024 hartree.



#w
CH2S3 | the ωB97M-V functional and the def2-TZVPD basis

Each line ends with the natural charge from an NBO analysis.
CARTESIAN COORDINATES (ANGSTROEM)
S -1.2713 -1.3418 0.0632  0.129
H 1.2228 0.8385 1.8353  0.235
S 1.2625 -1.0868 0.2443  0.345
H -0.6255 -0.9734 -1.0369  0.092
S -2.1281 0.3350 0.5807  -0.379
C 1.6685 0.1963 1.0345  -0.422

Its SMILES is C#S#[SH]=S. Its frontier orbital gap (alpha / beta) is 6.344 / 7.106 eV. Its HOMO energy (alpha / beta) is -7.917 / -8.155 eV.



#x
CH2S3 | the ωB97M-V functional and the def2-TZVPD basis

Each line ends with the natural charge from an NBO analysis.
CARTESIAN COORDINATES (ANGSTROEM)
S -1.6689 0.4549 -0.2671  -0.003
C 0.1211 -0.0259 -0.1100  -0.486
S 1.0623 1.3083 0.6577  0.092
S 0.6124 -1.4535 -0.6372  0.070
H -2.3060 -0.8230 -0.2400  0.172
H 2.1792 0.5392 0.5966  0.156

Its SMILES is S=C(S)S. Its frontier orbital gap is 8.475 eV. Its HOMO energy is -8.980 eV.



#x ends up most stable, edging out the next structure by 0.1045 hartree.



#w
C4H8N2O | the ωB97M-V functional and the def2-TZVPD basis

Each line ends with the natural charge from an NBO analysis.
CARTESIAN COORDINATES (ANGSTROEM)
O -0.9319 1.7340 1.9701  -0.934
H -1.9670 -1.6161 -1.0349  0.218
H -0.2387 0.6518 -2.0612  0.216
N 1.3075 1.0839 -0.5474  -0.518
H -0.4566 -2.3367 -1.5406  0.221
H -0.9605 -2.3359 0.2273  0.235
H 2.6512 0.3396 0.9990  0.200
H 1.6617 2.0216 -0.6661  0.422
C -0.0212 -0.6559 -0.3828  0.099
H -1.3897 1.1946 1.3043  0.470
C 0.1698 0.5087 -1.0656  -0.147
C 1.8205 0.1821 0.3324  0.172
H -1.6309 1.7975 2.6267  0.462
N 0.9290 -0.7841 0.5802  -0.468
C -0.9433 -1.7849 -0.7415  -0.650

Its SMILES is Cc1c[nH]cn1.O. Its frontier orbital gap is 9.507 eV. Its HOMO energy is -8.604 eV.



#x
C4H8N2O | the ωB97M-V functional and the def2-TZVPD basis

Each line ends with the natural charge from an NBO analysis.
CARTESIAN COORDINATES (ANGSTROEM)
H -1.5494 1.2958 1.1215  0.202
H -0.6622 0.2548 2.2420  0.239
O -2.6428 0.3048 -0.9602  -0.497
C 1.8520 -1.0911 -0.1509  -0.465
N -0.0553 0.7243 -1.1523  -0.637
C -0.5698 0.8887 1.3690  -0.605
H 2.4840 -0.1902 -0.1419  0.208
N 0.6314 -0.8571 0.5535  -0.366
C -0.1521 0.0728 0.0629  0.249
H -1.4389 -1.2708 -1.3751  0.182
H -0.4926 1.6454 -1.1422  0.370
C -1.5742 -0.2434 -1.0034  0.495
H 1.6652 -1.2767 -1.2238  0.204
H 0.1476 1.6929 1.5147  0.218
H 2.3573 -1.9500 0.2861  0.205

Its frontier orbital gap (alpha / beta) is 7.979 / 7.976 eV. Its HOMO energy (alpha / beta) is -8.951 / -8.947 eV.



#y
C4H8N2O | the ωB97M-V functional and the def2-TZVPD basis

Each line ends with the natural charge from an NBO analysis.
CARTESIAN COORDINATES (ANGSTROEM)
H -2.5312 0.8239 1.1931  0.202
H -0.9359 -0.2039 -1.2736  0.194
H 1.5623 1.1174 0.8102  0.215
H -1.6759 -0.7892 0.9828  0.195
C 0.7751 0.3550 0.8876  -0.324
H -1.7061 1.4613 -1.1905  0.203
O 1.5748 -1.9130 0.6551  -0.603
N 1.4616 -0.6656 -1.2283  -0.833
H 1.1595 0.1793 -1.6834  0.397
H 0.7183 0.0470 1.9347  0.227
C -1.2628 0.6262 -0.6499  -0.274
H 1.8003 -1.4341 -1.7865  0.407
C -1.7279 0.2674 0.7132  -0.252
C 1.2784 -0.8657 0.1087  0.649
N -0.4905 0.9940 0.5268  -0.402

Its SMILES is NC(=O)CN1CC1. Its frontier orbital gap is 9.997 eV. Its HOMO energy is -9.074 eV.



#w ends up most stable, edging out the next structure by 0.0164 hartree.



#w
C4H8N2O | the ωB97M-V functional and the def2-TZVPD basis

Each line ends with the natural charge from an NBO analysis.
CARTESIAN COORDINATES (ANGSTROEM)
H -2.2616 0.8002 -0.1980  0.414
H 0.1324 -1.9736 1.3982  0.426
C 1.0308 0.8448 -0.1526  -0.477
C 1.4397 -0.5963 0.0070  -0.422
H 0.8776 1.4014 0.7904  0.181
H 2.1105 -0.7362 0.8613  0.170
H 1.8364 1.3447 -0.7043  0.235
N -1.3641 0.3403 -0.2262  -0.616
H -0.1226 0.4498 -1.9328  0.198
C -1.2538 -0.6815 0.6539  0.781
C -0.2579 0.9493 -0.9654  -0.215
H 0.4206 -1.6943 -0.3151  0.485
N 0.0181 -1.3341 0.6188  -0.749
O -2.1257 -1.0622 1.4083  -0.617
H -0.5310 1.9922 -1.1524  0.207

Its frontier orbital gap is 8.510 eV. Its HOMO energy is -7.707 eV.



#x
C4H8N2O | the ωB97M-V functional and the def2-TZVPD basis

Each line ends with the natural charge from an NBO analysis.
CARTESIAN COORDINATES (ANGSTROEM)
H 1.6089 -0.9626 1.0910  0.181
H 0.9636 1.8598 0.6389  0.218
H -0.5697 2.2834 -0.0110  0.217
C -1.2421 -0.5485 -0.4110  0.141
H 0.6463 1.4940 -1.1634  0.237
H -2.9048 -1.5599 -0.4367  0.354
H -0.7303 -0.7303 1.9951  0.490
H -1.0990 -0.4734 -1.5642  0.177
C 1.2871 -0.5369 0.0660  0.156
C 0.2508 1.5351 -0.0383  -0.603
C -0.0536 0.0858 0.3207  0.066
N -2.1322 -1.1868 0.2573  -0.632
H 2.5471 -0.9612 -1.3521  0.358
O -0.3281 0.0996 1.6938  -0.719
N 1.7560 -0.3981 -1.0860  -0.642

Its SMILES is [H]/N=C/C(C)(O)/C=N/[H]. Its frontier orbital gap is 10.685 eV. Its HOMO energy is -9.713 eV.



#x ends up most stable, edging out the next structure by 0.0273 hartree.



#w
C2H5ClN2S | the ωB97M-V functional and the def2-TZVPD basis

Each line ends with the natural charge from an NBO analysis.
CARTESIAN COORDINATES (ANGSTROEM)
N 1.5239 1.9273 -0.0270  -0.614
H 2.1115 1.5117 -0.7506  0.365
H 2.0052 1.7146 0.8077  0.357
S 1.8104 -1.1201 -0.0275  -0.205
H -0.9479 -1.6997 -0.7173  0.255
N 0.3890 1.1150 0.0320  -0.405
C -0.9049 -0.9449 0.0475  -0.402
H -0.5400 1.5825 -0.0042  0.413
C 0.4134 -0.2117 0.0633  0.091
Cl -2.4127 0.1130 -0.0335  -0.099
H -1.0210 -1.4653 0.9745  0.246

Its SMILES is NNC(=S)CCl. Its frontier orbital gap is 9.480 eV. Its HOMO energy is -8.845 eV.



#x
C2H5ClN2S | the ωB97M-V functional and the def2-TZVPD basis

Each line ends with the natural charge from an NBO analysis.
CARTESIAN COORDINATES (ANGSTROEM)
H -0.1608 -0.7488 2.0986  0.434
N 0.0829 -1.4301 1.4160  -0.585
S -0.6506 1.0466 0.7262  -0.092
H 1.4343 -0.5981 -1.3678  0.404
H -1.1905 0.8858 -1.6331  0.199
Cl 0.6659 -3.0951 2.1238  0.020
H 0.0963 1.9710 -1.4188  0.201
C -0.8820 1.5241 -0.9515  -0.759
N 1.5081 -1.0785 -0.5082  -0.672
H -1.5739 2.4785 -0.8450  0.243
C 0.6702 -0.9552 0.3598  0.607

Its frontier orbital gap is 7.392 eV. Its HOMO energy is -8.771 eV.



#w ends up most stable, edging out the next structure by 0.1180 hartree.



#w
C5H15O3 | the ωB97M-V functional and the def2-TZVPD basis

Each line ends with the natural charge from an NBO analysis.
CARTESIAN COORDINATES (ANGSTROEM)
H -0.4208 2.2846 -1.6401  0.204
O 0.5229 -0.9638 1.6139  -0.882
H -1.7039 1.8887 -0.3681  0.202
C -1.1543 1.5836 -1.2661  -0.605
H 2.9365 -0.1368 0.8194  0.508
H 0.7193 -0.9834 -2.2210  0.219
C -0.7525 -0.3796 1.5691  -0.049
H -1.9643 1.4063 -1.9845  0.180
O 2.2784 0.4803 2.3863  -1.133
H -1.3599 -0.7605 2.4083  0.131
H -0.6290 -0.1676 -3.0566  0.187
O 3.1301 -0.8622 0.1822  -1.013
H 2.2277 -1.2037 0.0865  0.474
H -2.3970 -0.1931 0.2196  0.175
H 1.8233 1.3111 2.5350  0.426
C -1.3601 -0.5546 0.1925  -0.419
C -0.3273 -0.6738 -2.1396  -0.613
H -1.2670 -1.6162 -0.0200  0.202
C -0.5358 0.2123 -0.8802  -0.230
H 0.3894 0.4935 -0.3750  0.229
H -0.6137 0.6830 1.8906  0.120
H 1.3403 -0.2410 2.1066  0.489
H -0.8825 -1.6070 -2.0587  0.197

Its frontier orbital gap is 7.883 eV. Its HOMO energy is -4.260 eV. As for the charge: -1.



#x
C5H15O3 | the ωB97M-V functional and the def2-TZVPD basis

Each line ends with the natural charge from an NBO analysis.
CARTESIAN COORDINATES (ANGSTROEM)
H -1.1568 -3.6346 -0.9389  0.442
O 0.7030 -1.7730 -1.5424  -0.965
C -0.3743 1.5923 -0.3195  -0.404
C -0.2245 -0.8461 -1.0124  -0.043
H -1.3913 1.3219 -0.5907  0.187
H 1.9038 -1.9702 -0.4973  0.502
C -0.2906 2.4091 0.9373  -0.395
H 0.2819 -3.3507 -1.1747  0.513
H 0.6816 2.1910 1.3379  0.197
H 1.4410 0.4129 -0.6975  0.221
C -1.4046 2.0126 1.9482  -0.609
H -0.9859 2.1851 2.9456  0.195
O 2.8603 -1.9942 -0.1132  -1.032
O -0.3323 -4.1339 -0.9607  -1.017
H -1.7465 0.9948 1.8164  0.211
H 3.2937 -2.2897 -0.9165  0.443
H 0.0148 2.1559 -1.1771  0.192
H -0.9472 -1.3846 -0.3822  0.114
H -2.2328 2.7239 1.8740  0.191
H 0.5214 0.0194 0.8001  0.180
H -0.3465 3.4954 0.8082  0.183
H -0.7335 -0.4275 -1.8912  0.118
C 0.4653 0.2901 -0.2533  -0.427

Its frontier orbital gap is 7.417 eV. Its HOMO energy is -3.842 eV. As for the charge: -1.



#w ends up most stable, edging out the next structure by 0.0024 hartree.